Formula: C40H101ClN7O13
Source: the Open Molecules 2025 dataset
Level of theory: the ωB97M-V functional and the def2-TZVPD basis

Summary:
Net charge: -1
HOMO-LUMO gap, eV: 8.18
HOMO energy, eV: -5.92

Geometry (Å):
Cl (0.3791, -0.4834, -0.1825)
O (0.5032, 0.8816, -0.6172)
O (1.3112, -0.9262, 0.8363)
O (-0.9278, -0.7275, 0.3512)
O (0.5194, -1.3610, -1.3411)
C (-6.2061, -1.7687, 1.6976)
C (-5.5467, -1.1177, 0.3869)
C (-6.5887, -1.2804, -0.7698)
C (-7.7188, -0.2721, -0.6516)
C (-7.1355, 1.1256, -0.6571)
C (-6.1622, 1.4657, 0.5276)
N (-5.1687, 0.3566, 0.5095)
O (-4.1793, 0.6827, 1.3317)
C (-5.5249, 2.7989, 0.1752)
C (-6.9885, 1.6702, 1.8914)
C (-4.2561, -1.9686, -0.0100)
H (-6.2831, -2.8557, 1.7217)
H (-7.1578, -1.2828, 1.9127)
H (-5.5529, -1.4433, 2.5073)
H (-6.0758, -1.3682, -1.7276)
H (-7.0720, -2.2438, -0.6073)
H (-8.3037, -0.4568, 0.2495)
H (-8.2984, -0.3801, -1.5684)
H (-7.9384, 1.8553, -0.5526)
H (-6.7185, 1.2482, -1.6566)
H (-6.3245, 3.4002, -0.2574)
H (-5.0174, 3.2583, 1.0234)
H (-4.7784, 2.5791, -0.5881)
H (-7.6736, 0.8237, 1.9384)
H (-6.4468, 1.6105, 2.8354)
H (-7.4106, 2.6731, 1.9565)
H (-4.6203, -2.9696, -0.2412)
H (-3.4817, -1.8226, 0.7431)
H (-3.7024, -1.6473, -0.8922)
H (-3.4759, 0.9528, 0.7369)
C (4.2026, -2.7920, 7.4325)
C (2.8708, -3.0873, 6.6852)
C (1.9834, -1.7786, 6.6139)
C (0.7817, -1.8798, 5.5594)
C (1.3748, -2.2368, 4.1627)
C (2.1755, -3.5635, 4.1892)
N (3.1653, -3.5411, 5.2704)
O (3.9443, -4.7481, 5.2215)
C (1.0943, -4.7192, 4.2462)
C (3.0552, -3.6106, 2.8898)
C (2.0339, -4.0471, 7.5049)
H (4.8972, -3.6033, 7.6502)
H (3.9821, -2.3392, 8.3992)
H (4.8184, -2.0544, 6.9179)
H (1.5024, -1.8688, 7.5878)
H (2.5839, -0.8842, 6.4476)
H (0.4798, -0.8528, 5.3539)
H (-0.1033, -2.4668, 5.8050)
H (2.0375, -1.4038, 3.9283)
H (0.6845, -2.2940, 3.3211)
H (0.3756, -4.6396, 3.4307)
H (1.5162, -5.7242, 4.2419)
H (0.4809, -4.5968, 5.1388)
H (3.5811, -4.5645, 2.8505)
H (2.4084, -3.4821, 2.0219)
H (3.9017, -2.9260, 2.9442)
H (2.0946, -3.8841, 8.5810)
H (2.4174, -5.0597, 7.3797)
H (1.0067, -4.0181, 7.1417)
H (4.7958, -4.3778, 4.9778)
C (2.0140, 2.2371, 2.5696)
O (1.7838, 2.8293, 3.8541)
H (1.4614, 2.7861, 1.8071)
H (3.0448, 2.3692, 2.2406)
H (1.5807, 1.2371, 2.5522)
H (0.9150, 2.5481, 4.1504)
C (-1.7125, 3.0035, 2.2098)
O (-1.9657, 2.4105, 0.9576)
H (-2.4543, 2.6696, 2.9353)
H (-0.7156, 2.8748, 2.6313)
H (-1.8003, 4.0796, 2.0604)
H (-1.2709, 1.8151, 0.6673)
C (-0.7698, -4.2645, 0.5307)
C (-1.0349, -4.6063, -0.9306)
C (-2.1398, -3.8552, -1.7526)
O (-2.2582, -4.2359, -3.1309)
C (-3.2358, -3.4843, -3.9165)
N (0.2033, -4.5081, -1.7096)
H (-0.3457, -3.2738, 0.6940)
H (-0.1251, -4.9579, 1.0707)
H (-1.7906, -4.2057, 0.9084)
H (-1.3835, -5.6388, -0.9066)
H (-2.0175, -2.7735, -1.6973)
H (-3.0927, -4.1810, -1.3355)
H (-3.0995, -3.8790, -4.9234)
H (-2.9516, -2.4399, -4.0450)
H (-4.2740, -3.5882, -3.6011)
H (0.9500, -4.9653, -1.2062)
H (0.4825, -3.5390, -1.7641)
C (-1.1505, 0.7621, -4.1815)
C (-2.1918, 1.8647, -4.2195)
C (-3.6698, 1.3510, -4.1885)
O (-3.7984, 0.1604, -4.9494)
C (-5.1843, -0.3389, -4.9476)
N (-1.9469, 2.8186, -3.1596)
H (-0.1157, 1.0871, -4.2896)
H (-1.3935, 0.0019, -4.9239)
H (-1.0998, 0.1897, -3.2553)
H (-2.0285, 2.4622, -5.1164)
H (-4.4568, 2.0926, -4.3253)
H (-3.8349, 1.0751, -3.1470)
H (-5.4466, -1.0381, -5.7415)
H (-5.9359, 0.4498, -4.9798)
H (-5.4656, -0.7041, -3.9598)
H (-2.5942, 3.5921, -3.2131)
H (-2.0741, 2.4543, -2.2262)
C (0.8426, 5.6957, -3.2564)
C (1.5476, 4.4718, -2.5468)
C (1.0241, 4.3717, -1.0651)
O (1.2246, 5.6995, -0.4890)
C (0.7987, 5.7433, 0.8517)
N (1.2179, 3.1414, -3.0730)
H (1.1393, 5.9505, -4.2738)
H (1.0687, 6.5491, -2.6172)
H (-0.2408, 5.6001, -3.3294)
H (2.6150, 4.6807, -2.4762)
H (1.7307, 3.8204, -0.4447)
H (-0.0178, 4.0895, -0.9141)
H (1.3180, 4.9626, 1.4075)
H (-0.2857, 5.7435, 0.9619)
H (1.2465, 6.6353, 1.2898)
H (1.3814, 2.3819, -2.4276)
H (0.2197, 3.0418, -3.1903)
C (4.2782, 1.7406, -0.2852)
C (5.2389, 2.8610, 0.1734)
C (6.7458, 2.7317, -0.0626)
O (7.3043, 1.5344, 0.4638)
C (8.4184, 0.9901, -0.3465)
N (4.7594, 4.0461, -0.5147)
H (4.6472, 0.8213, 0.1696)
H (4.3674, 1.6713, -1.3693)
H (3.2296, 1.8813, -0.0231)
H (5.0318, 3.1114, 1.2139)
H (7.3403, 3.5515, 0.3405)
H (6.8125, 2.7878, -1.1491)
H (8.9463, 0.2143, 0.2080)
H (9.2629, 1.6373, -0.5835)
H (7.9514, 0.4265, -1.1542)
H (5.1842, 4.8318, -0.0432)
H (3.7830, 4.1646, -0.2849)
C (2.3893, -0.8861, -5.4694)
C (3.1003, -1.0766, -4.1189)
C (4.6710, -0.8420, -4.2722)
O (4.8630, 0.4319, -4.8971)
C (6.2331, 0.8838, -4.8912)
N (2.6156, -0.0472, -3.1241)
H (1.3105, -0.7302, -5.4583)
H (2.6216, -1.7185, -6.1337)
H (2.7525, -0.0412, -6.0545)
H (2.8777, -2.0627, -3.7115)
H (5.1257, -1.6512, -4.8436)
H (5.2300, -0.8937, -3.3378)
H (6.2245, 1.9035, -5.2761)
H (6.8697, 0.2196, -5.4757)
H (6.6460, 0.8624, -3.8827)
H (2.9496, -0.2921, -2.2029)
H (1.6575, -0.3472, -3.0134)

Formula: C2H2NO2S
Source: the Open Molecules 2025 dataset
Level of theory: the ωB97M-V functional and the def2-TZVPD basis

Summary:
Net charge: -1
HOMO-LUMO gap, eV: 7.89
ΔE to the lowest compared entry with this formula, charge and spin, kcal per mole: 68.1
HOMO energy, eV: -3.76

Geometry (Å):
C (-0.0403, 0.3657, 0.2213)
C (-0.5349, -0.8862, 1.0775)
N (-0.4743, 0.5716, 1.3950)
O (-0.1799, 0.5290, -2.4091)
O (1.9920, 0.9850, -1.3219)
S (0.5362, 1.2753, -1.3494)
H (-1.5023, -1.3118, 0.8600)
H (0.2034, -1.5287, 1.5266)

Formula: C26H20Cl2I2N3O3W
Source: the Open Molecules 2025 dataset
Level of theory: the ωB97M-V functional and the def2-TZVPD basis

Summary:
Net charge: +3
HOMO-LUMO gap, eV: 4.94
ΔE to the lowest compared entry with this formula, charge and spin, kcal per mole: 13.3
HOMO energy, eV: -16.28

Geometry (Å):
W (-0.0161, -0.5638, 0.3884)
O (-1.8635, -0.3350, 0.1516)
C (-2.6768, 0.4176, 0.9531)
C (-3.6937, 1.1684, 0.3958)
C (-4.5165, 1.8999, 1.2391)
C (-4.3549, 1.8551, 2.6266)
C (-3.3795, 1.0568, 3.1820)
C (-2.5014, 0.3357, 2.3568)
C (-1.6422, -0.6645, 2.9096)
N (-0.7102, -1.2753, 2.2491)
C (-0.1192, -2.5244, 2.7441)
C (-0.2400, -3.4362, 1.5421)
N (0.3347, -2.6654, 0.4031)
C (1.0481, -3.3740, -0.4437)
C (1.8015, -2.9004, -1.5376)
C (2.4640, -3.8105, -2.3861)
C (3.2499, -3.3411, -3.4130)
C (3.4050, -1.9635, -3.5889)
C (2.7684, -1.0448, -2.7608)
C (1.9627, -1.5224, -1.7502)
O (1.3352, -0.6674, -0.9102)
H (-3.8429, 1.1670, -0.6757)
H (-5.3107, 2.5003, 0.8149)
H (-5.0199, 2.4220, 3.2632)
H (-3.2857, 0.9771, 4.2582)
H (-1.8406, -0.9881, 3.9302)
H (-0.6637, -2.8984, 3.6091)
H (0.9263, -2.3578, 3.0114)
H (-1.2895, -3.6546, 1.3355)
H (0.3008, -4.3695, 1.6825)
H (1.0800, -4.4486, -0.2749)
H (2.3481, -4.8749, -2.2208)
H (3.7622, -4.0289, -4.0708)
H (4.0414, -1.5996, -4.3853)
H (2.9023, 0.0196, -2.8952)
I (3.1940, 1.3505, 3.9448)
C (2.2930, 2.3062, 2.3627)
C (2.5228, 3.6773, 2.1004)
C (1.9185, 4.3492, 1.0628)
I (2.3273, 6.3587, 0.7786)
C (1.0031, 3.6599, 0.1995)
C (0.2670, 4.1924, -0.8662)
C (-0.6126, 3.3836, -1.5721)
C (-0.7666, 2.0535, -1.2266)
N (-0.0736, 1.5034, -0.2152)
C (0.7983, 2.2978, 0.4654)
C (1.4517, 1.6399, 1.5048)
O (1.0670, 0.3300, 1.5983)
H (3.2005, 4.2106, 2.7537)
H (0.3781, 5.2368, -1.1316)
H (-1.1889, 3.7845, -2.3938)
H (-1.4446, 1.4032, -1.7628)
Cl (-0.0848, 0.3237, -4.1703)
C (-0.5920, -1.3457, -3.9915)
Cl (-1.3032, -1.6534, -2.3612)
H (0.2595, -2.0059, -4.1085)
H (-1.3780, -1.5665, -4.7048)

> The highest HOMO energy belongs to which entry?

C2H2NO2S

> What is the net charge in the first record?

-1

Repeat the third record exactly.
Formula: C26H20Cl2I2N3O3W
Source: the Open Molecules 2025 dataset
Level of theory: the ωB97M-V functional and the def2-TZVPD basis

Summary:
Net charge: +3
HOMO-LUMO gap, eV: 4.94
ΔE to the lowest compared entry with this formula, charge and spin, kcal per mole: 13.3
HOMO energy, eV: -16.28

Geometry (Å):
W (-0.0161, -0.5638, 0.3884)
O (-1.8635, -0.3350, 0.1516)
C (-2.6768, 0.4176, 0.9531)
C (-3.6937, 1.1684, 0.3958)
C (-4.5165, 1.8999, 1.2391)
C (-4.3549, 1.8551, 2.6266)
C (-3.3795, 1.0568, 3.1820)
C (-2.5014, 0.3357, 2.3568)
C (-1.6422, -0.6645, 2.9096)
N (-0.7102, -1.2753, 2.2491)
C (-0.1192, -2.5244, 2.7441)
C (-0.2400, -3.4362, 1.5421)
N (0.3347, -2.6654, 0.4031)
C (1.0481, -3.3740, -0.4437)
C (1.8015, -2.9004, -1.5376)
C (2.4640, -3.8105, -2.3861)
C (3.2499, -3.3411, -3.4130)
C (3.4050, -1.9635, -3.5889)
C (2.7684, -1.0448, -2.7608)
C (1.9627, -1.5224, -1.7502)
O (1.3352, -0.6674, -0.9102)
H (-3.8429, 1.1670, -0.6757)
H (-5.3107, 2.5003, 0.8149)
H (-5.0199, 2.4220, 3.2632)
H (-3.2857, 0.9771, 4.2582)
H (-1.8406, -0.9881, 3.9302)
H (-0.6637, -2.8984, 3.6091)
H (0.9263, -2.3578, 3.0114)
H (-1.2895, -3.6546, 1.3355)
H (0.3008, -4.3695, 1.6825)
H (1.0800, -4.4486, -0.2749)
H (2.3481, -4.8749, -2.2208)
H (3.7622, -4.0289, -4.0708)
H (4.0414, -1.5996, -4.3853)
H (2.9023, 0.0196, -2.8952)
I (3.1940, 1.3505, 3.9448)
C (2.2930, 2.3062, 2.3627)
C (2.5228, 3.6773, 2.1004)
C (1.9185, 4.3492, 1.0628)
I (2.3273, 6.3587, 0.7786)
C (1.0031, 3.6599, 0.1995)
C (0.2670, 4.1924, -0.8662)
C (-0.6126, 3.3836, -1.5721)
C (-0.7666, 2.0535, -1.2266)
N (-0.0736, 1.5034, -0.2152)
C (0.7983, 2.2978, 0.4654)
C (1.4517, 1.6399, 1.5048)
O (1.0670, 0.3300, 1.5983)
H (3.2005, 4.2106, 2.7537)
H (0.3781, 5.2368, -1.1316)
H (-1.1889, 3.7845, -2.3938)
H (-1.4446, 1.4032, -1.7628)
Cl (-0.0848, 0.3237, -4.1703)
C (-0.5920, -1.3457, -3.9915)
Cl (-1.3032, -1.6534, -2.3612)
H (0.2595, -2.0059, -4.1085)
H (-1.3780, -1.5665, -4.7048)